A) Density functional theory data (wB97M-V/def2-TZVPD) for C5H5FO in the gas phase.

Results
LUMO (eV): 1.021
SMILES string: FCc1ccoc1
HOMO (eV): -9.12
Multiplicity: 1

```
12
C5H5FO, DFT wB97M-V/def2-TZVPD
C 1.70 0.38 0.07
C 0.26 0.01 0.07
C -0.88 0.91 -0.10
C -1.95 0.08 -0.15
C -0.25 -1.18 0.07
H 2.00 0.94 -0.83
H 2.09 0.80 0.96
H -0.77 1.94 -0.02
H -3.03 0.29 0.11
H 0.09 -2.14 0.00
O -1.62 -1.22 -0.02
F 2.36 -0.81 -0.16
```

B) Density functional theory data (wB97M-V/def2-TZVPD) for C5H5FO in the gas phase.

Results
LUMO (eV): 0.381
SMILES string: O=C1CCC=C1F
HOMO (eV): -9.79
Multiplicity: 1

```
12
C5H5FO, DFT wB97M-V/def2-TZVPD
C 1.28 -0.51 -0.05
C 0.14 -1.22 0.01
C -1.11 -0.42 -0.05
C -0.55 1.00 -0.08
C 1.04 0.93 -0.07
H 0.16 -2.34 0.38
H -1.67 -0.68 -0.99
H -1.70 -0.45 0.90
H -1.00 1.43 -0.94
H -0.84 1.32 0.95
O 1.71 1.90 0.03
F 2.54 -0.97 -0.08
```

Name the least stable of them. A).

A) Density functional theory data (wB97M-V/def2-TZVPD) for 2 unconnected molecules or ions with the total composition CH6S4.

Results
LUMO (eV): 0.353
SMILES string: CSS.SS
HOMO (eV): -9.02
Multiplicity: 1

```
11
CH6S4, DFT wB97M-V/def2-TZVPD
S -3.64 -1.14 1.76
S -1.97 -2.05 2.53
H -4.24 -0.84 2.92
H -2.42 -3.31 2.52
C 2.34 0.35 -1.77
S 1.59 1.96 -2.20
S 0.06 2.19 -0.87
H 3.40 0.53 -1.54
H 2.26 -0.30 -2.63
H 1.88 -0.09 -0.89
H 0.74 2.70 0.18
```

B) Density functional theory data (wB97M-V/def2-TZVPD) for 2 unconnected molecules or ions with the total composition CH6S4.

Results
LUMO (eV): -0.021
SMILES string: CSS.SS
HOMO (eV): -8.45
Multiplicity: 1

```
11
CH6S4, DFT wB97M-V/def2-TZVPD
S 2.03 1.00 0.91
S 2.40 0.64 -1.20
H 0.80 1.42 0.54
H 3.60 1.51 -1.40
C -1.19 -1.34 0.70
S -2.11 0.22 0.67
S -1.38 1.37 -0.96
H -1.03 -1.82 -0.33
H -1.79 -1.99 1.34
H -0.18 -1.12 1.13
H -1.13 0.11 -1.41
```

C) Density functional theory data (wB97M-V/def2-TZVPD) for 2 unconnected molecules or ions with the total composition CH6S4.

Results
LUMO (eV): 0.414
SMILES string: CSS.SS
HOMO (eV): -8.73
Multiplicity: 1

```
11
CH6S4, DFT wB97M-V/def2-TZVPD
S -3.17 -0.48 -1.24
S -4.54 0.69 -0.45
H -2.15 0.37 -1.58
H -3.97 1.12 0.70
C 1.09 -0.06 0.87
S 2.50 0.69 -0.01
S 3.31 -0.92 -1.00
H 1.14 -0.06 1.96
H 1.12 -1.11 0.56
H 0.19 0.48 0.61
H 4.48 -0.72 -0.42
```

Name the least stable of them. B).

A) Density functional theory data (wB97M-V/def2-TZVPD) for a molecular structure, C2H6N4O.

Results
LUMO (eV): 0.480
HOMO (eV): -8.66
Multiplicity: 1

```
13
C2H6N4O, DFT wB97M-V/def2-TZVPD
N 0.86 -0.72 -0.23
C -1.57 -0.57 0.01
C 0.16 0.30 0.11
N -2.44 0.42 -0.15
N 2.55 -0.13 -0.01
N 0.09 1.54 0.13
O -1.78 -1.74 0.13
H 0.71 -1.60 0.26
H -3.44 0.26 -0.07
H -2.09 1.37 -0.12
H 2.96 -0.72 0.72
H 2.99 -0.41 -0.89
H 0.99 2.01 0.11
```

B) Density functional theory data (wB97M-V/def2-TZVPD) for C2H6N4O in the gas phase.

Results
LUMO (eV): 0.610
SMILES string: [H]/N=C(/N)C(=O)NN
HOMO (eV): -9.52
Multiplicity: 1

```
13
C2H6N4O, DFT wB97M-V/def2-TZVPD
C -0.01 0.84 -0.03
C -1.15 -0.26 -0.08
H 2.92 -0.45 0.92
H 2.26 -1.01 -0.71
H 1.74 1.43 -0.20
H -3.01 -0.78 0.19
H -2.64 1.17 0.26
H 0.10 -1.71 -0.66
N 1.95 -0.64 0.28
N 1.30 0.59 0.22
N -2.46 0.23 0.50
N -0.86 -1.41 -0.37
O -0.13 2.01 -0.32
```

Name the least stable of them. B).

A) Density functional theory data (wB97M-V/def2-TZVPD) for C4H7FN2 in the gas phase.

Results
LUMO (eV): 1.163
SMILES string: FC/C=N\N1CC1
HOMO (eV): -9.20
Multiplicity: 1

```
14
C4H7FN2, DFT wB97M-V/def2-TZVPD
C 2.08 -0.44 0.00
C 1.34 0.87 0.00
C -1.85 -0.13 0.74
C -1.85 -0.14 -0.74
H 1.84 -1.04 -0.88
H 1.85 -1.06 0.90
H 1.97 1.76 -0.02
H -2.14 -1.01 1.30
H -2.02 0.82 1.23
H -2.11 -1.05 -1.30
H -2.03 0.79 -1.23
N 0.08 1.02 -0.01
N -0.59 -0.24 0.00
F 3.44 -0.16 0.00
```

B) Density functional theory data (wB97M-V/def2-TZVPD) for C4H7FN2 in the gas phase.

Results
LUMO (eV): 0.912
SMILES string: FC[C@@H]1C=NNC1
HOMO (eV): -9.01
Multiplicity: 1

```
14
C4H7FN2, DFT wB97M-V/def2-TZVPD
C -1.54 -0.39 -0.27
C -0.15 0.04 -0.45
C 0.32 0.88 0.69
C 0.92 -1.04 -0.49
H -2.20 0.53 -0.26
H -1.56 -1.11 0.50
H -0.15 0.42 -1.43
H 0.00 0.54 1.76
H -0.30 1.83 0.34
H 2.22 1.20 1.23
H 0.76 -2.21 -0.64
N 1.69 0.76 0.47
N 1.93 -0.57 0.21
F -1.94 -0.89 -1.66
```

Name the least stable of them. B).

A) Density functional theory data (wB97M-V/def2-TZVPD) for 4 unconnected molecules or ions with the total composition C4H15NO3.

Results
LUMO (eV): 0.748
SMILES string: C=CCNC.O.O.O
HOMO (eV): -9.16
Multiplicity: 1

```
23
C4H15NO3, DFT wB97M-V/def2-TZVPD
C -0.08 1.95 1.29
N 0.38 1.51 -0.02
C 1.60 0.70 -0.03
C 2.08 -0.90 -1.92
C 1.96 0.32 -1.44
H 0.55 2.69 1.78
H -0.08 1.07 1.94
H -1.09 2.23 1.23
H 0.38 2.28 -0.65
H 2.43 1.24 0.44
H 1.34 -0.17 0.58
H 2.54 -1.10 -2.87
H 1.72 -1.77 -1.38
H 2.40 1.17 -1.96
H -1.07 0.39 -1.13
H -0.71 -1.20 -1.21
O -1.35 -0.50 -1.37
H -2.68 -1.04 -0.15
H -3.40 -0.25 0.95
O -3.19 -1.14 0.68
H -0.77 -1.76 2.74
H -0.74 -1.82 1.27
O -0.20 -1.52 2.01
```

B) Density functional theory data (wB97M-V/def2-TZVPD) for 3 unconnected molecules or ions with the total composition C4H15NO3.

Results
LUMO (eV): -0.002
SMILES string: NCCCCO.O.O
HOMO (eV): -9.25
Multiplicity: 1

```
23
C4H15NO3, DFT wB97M-V/def2-TZVPD
C -0.30 -0.49 -0.60
O 0.74 -0.03 0.21
C 0.27 -0.65 -2.10
C 1.74 -0.34 -2.37
C 1.98 1.16 -2.56
N 1.60 1.76 -3.86
H -0.65 -1.41 -0.14
H -1.15 0.20 -0.77
H 0.47 0.19 1.11
H 0.14 -1.68 -2.39
H -0.39 -0.06 -2.74
H 2.31 -0.63 -1.48
H 2.18 -0.84 -3.25
H 3.05 1.33 -2.40
H 1.46 1.68 -1.75
H 0.66 2.16 -3.88
H 1.50 1.00 -4.53
H -3.28 -0.40 4.53
H -3.21 -1.54 5.63
O -3.54 -1.29 4.77
H -1.01 -0.73 4.24
H -1.26 0.69 3.87
O -1.45 0.05 4.57
```

Name the least stable of them. B).

A) Density functional theory data (wB97M-V/def2-TZVPD) for a gas-phase ion, C4H13N2S (charge +1).

Results
LUMO (eV): -3.317
Charge: +1
SMILES string: NC[C@@H]([NH3+])CCS
HOMO (eV): -12.33
Multiplicity: 1

```
20
C4H13N2S, DFT wB97M-V/def2-TZVPD
N 0.48 1.81 0.49
C -0.14 0.39 0.33
C -0.64 0.32 -1.09
C -1.19 -1.14 -1.39
S -3.00 -1.20 -1.78
C 1.03 -0.60 0.67
N 2.11 0.08 1.42
H -0.12 2.36 1.11
H 1.39 1.66 0.97
H 0.60 2.45 -0.30
H -0.90 0.30 1.12
H -1.50 0.95 -1.24
H 0.13 0.53 -1.83
H -0.68 -1.64 -2.20
H -0.99 -1.64 -0.44
H -3.44 -1.69 -0.60
H 1.47 -0.86 -0.29
H 0.66 -1.48 1.20
H 2.79 -0.69 1.41
H 1.93 0.09 2.42
```

B) Density functional theory data (wB97M-V/def2-TZVPD) for 3 unconnected molecules or ions with the total composition C4H13N2S.

Results
LUMO (eV): -9.155
Charge: +1
HOMO (eV): -13.59
Multiplicity: 1

```
20
C4H13N2S, DFT wB97M-V/def2-TZVPD
N 2.74 2.44 -1.43
C -0.63 -1.77 1.42
C -1.00 -2.99 1.81
S 1.08 1.15 0.94
C -0.72 -1.25 0.04
N -1.45 0.02 -0.02
C -1.35 0.66 -1.31
H 2.79 2.66 -0.44
H 3.57 2.65 -1.96
H 1.84 2.80 -1.71
H -0.29 -1.03 2.15
H -1.35 -3.71 1.08
H -1.03 -3.33 2.84
H 1.87 1.42 1.97
H -1.30 -1.94 -0.59
H 0.26 -1.15 -0.47
H -0.97 0.67 0.62
H -0.32 0.80 -1.68
H -1.97 0.23 -2.10
H -1.76 1.67 -1.17
```

C) Density functional theory data (wB97M-V/def2-TZVPD) for a gas-phase ion, C4H13N2S (charge +1).

Results
LUMO (eV): -3.202
Charge: +1
SMILES string: NC[C@@H]([NH3+])CCS
HOMO (eV): -12.28
Multiplicity: 1

```
20
C4H13N2S, DFT wB97M-V/def2-TZVPD
N 1.89 -0.28 0.16
C 0.38 -0.15 0.19
C -0.06 1.27 -0.13
C -1.51 1.58 0.19
S -1.64 2.29 1.87
C -0.15 -1.28 -0.74
N 0.65 -2.50 -0.49
H 2.31 0.07 1.02
H 2.05 -1.30 0.03
H 2.34 0.24 -0.59
H 0.11 -0.45 1.21
H 0.52 1.88 0.57
H 0.26 1.55 -1.12
H -1.83 2.39 -0.46
H -2.24 0.79 0.03
H -2.98 2.40 1.89
H 0.04 -1.01 -1.78
H -1.20 -1.37 -0.50
H 0.93 -2.91 -1.37
H 0.15 -3.22 0.02
```

Name the least stable of them. B).

A) Density functional theory data (wB97M-V/def2-TZVPD) for 2 unconnected molecules or ions with the total composition C5H12Cl2Si.

Results
LUMO (eV): 0.025
SMILES string: C=[Si](Cl)C(C)(C)C.Cl
HOMO (eV): -8.75
Multiplicity: 1

```
20
C5H12Cl2Si, DFT wB97M-V/def2-TZVPD
C 1.10 -1.22 0.64
C 0.59 -0.28 -1.61
C 2.16 0.92 -0.08
C -2.14 0.24 1.10
C 0.88 0.07 -0.14
Si -0.64 1.01 0.56
Cl -0.48 2.99 0.20
Cl -5.04 -0.96 -0.24
H 0.21 -1.85 0.60
H 1.93 -1.78 0.22
H 1.32 -1.01 1.68
H 0.44 0.62 -2.21
H -0.31 -0.89 -1.68
H 1.42 -0.83 -2.03
H 2.41 1.16 0.95
H 2.99 0.36 -0.50
H 2.06 1.84 -0.64
H -2.90 0.85 1.58
H -3.89 -0.46 0.14
H -2.12 -0.78 1.45
```

B) Density functional theory data (wB97M-V/def2-TZVPD) for a molecular structure, C5H12Cl2Si.

Results
LUMO (eV): 0.488
HOMO (eV): -8.76
Multiplicity: 1

```
20
C5H12Cl2Si, DFT wB97M-V/def2-TZVPD
C -0.34 1.57 0.69
C 0.09 -0.07 -1.25
C -1.73 -0.41 0.49
C 3.39 -0.27 -0.03
C -0.25 0.02 0.26
Si 1.35 -0.71 1.16
Cl 4.50 -1.06 1.14
Cl 3.61 1.46 -0.06
H 0.44 1.94 1.48
H -0.20 2.31 -0.13
H -1.39 1.93 1.06
H 0.53 -1.02 -1.73
H 0.79 0.68 -1.47
H -0.84 0.29 -1.83
H -1.80 -1.52 0.18
H -2.03 -0.09 1.49
H -2.31 0.21 -0.16
H 3.42 -0.78 -0.98
H 1.57 -2.22 1.43
H 1.93 0.21 2.11
```

Name the least stable of them. B).

A) Density functional theory data (wB97M-V/def2-TZVPD) for 5 unconnected molecules or ions with the total composition C3H16N2O3.

Results
LUMO (eV): -4.954
HOMO (eV): -8.94
Multiplicity: 1

```
24
C3H16N2O3, DFT wB97M-V/def2-TZVPD
C 2.07 -1.12 -0.73
C 0.97 -1.18 0.32
N -0.28 -1.63 -0.23
C -1.40 -1.45 0.65
N -0.25 2.59 -1.95
H 2.96 -0.82 -0.18
H 2.18 -2.10 -1.19
H 1.86 -0.30 -1.41
H 0.82 -0.20 0.81
H 1.19 -1.85 1.16
H -0.50 -0.96 -1.12
H -1.48 -2.21 1.44
H -1.24 -0.50 1.18
H -2.29 -1.51 0.03
H -0.66 2.50 -1.02
H -0.26 1.12 1.90
H -0.83 2.63 1.48
O -0.18 0.15 2.83
H -0.11 0.51 3.73
H 0.69 2.95 -1.89
O -0.33 1.88 1.14
H -0.26 1.63 -2.32
H -1.18 -0.47 -2.79
O -0.45 -0.17 -2.23
```

B) Density functional theory data (wB97M-V/def2-TZVPD) for 4 unconnected molecules or ions with the total composition C3H16N2O3.

Results
LUMO (eV): 0.419
SMILES string: CCNCN.O.O.O
HOMO (eV): -8.70
Multiplicity: 1

```
24
C3H16N2O3, DFT wB97M-V/def2-TZVPD
C 0.42 2.26 1.95
C -0.83 1.59 1.41
N -0.71 0.23 0.90
C 0.01 -0.75 1.70
N 0.42 -1.87 0.86
H 0.25 3.26 2.35
H 1.22 2.31 1.20
H 0.88 1.69 2.75
H -1.61 1.58 2.18
H -1.24 2.19 0.59
H -0.33 0.17 -0.03
H -0.63 -1.10 2.52
H 0.90 -0.35 2.20
H 0.11 -2.75 1.28
H 0.01 -1.82 -0.07
H -1.95 1.78 -3.84
H -0.45 1.82 -3.55
O -1.19 1.21 -3.65
H 2.51 -1.13 0.26
H 3.46 -2.20 -0.36
O 3.20 -1.28 -0.41
H -1.95 -1.00 -1.22
H -1.05 -0.82 -2.49
O -1.28 -1.42 -1.77
```

Name the least stable of them. A).

A) Density functional theory data (wB97M-V/def2-TZVPD) for 2 unconnected molecules or ions with the total composition C3H6FNO2.

Results
LUMO (alpha / beta) (eV): 0.286 / 0.286
HOMO (alpha / beta) (eV): -8.39 / -8.39
Multiplicity: 1

```
13
C3H6FNO2, DFT wB97M-V/def2-TZVPD
C -2.24 -0.26 0.20
C 1.73 0.24 0.90
C 1.17 0.52 -0.48
N -1.41 -0.61 -0.82
O -1.91 -0.14 1.34
O -0.18 -1.04 -0.70
F 1.94 0.30 -1.48
H -3.20 -0.20 -0.15
H 0.88 0.36 1.65
H 2.71 0.72 1.03
H 1.84 -0.78 0.91
H 0.40 1.30 -0.63
H -1.73 -0.42 -1.78
```

B) Density functional theory data (wB97M-V/def2-TZVPD) for 2 unconnected molecules or ions with the total composition C3H6FNO2.

Results
LUMO (alpha / beta) (eV): -2.507 / -2.600
HOMO (alpha / beta) (eV): -10.08 / -9.70
Multiplicity: 1

```
13
C3H6FNO2, DFT wB97M-V/def2-TZVPD
C 0.71 0.15 -1.23
C 0.71 -0.31 1.21
C 0.08 -0.12 -0.03
N -1.40 -0.47 -0.10
O -1.91 -0.29 -1.15
O -1.84 -0.87 0.94
F -1.15 2.03 0.51
H 0.78 1.24 -1.15
H 0.01 0.01 -2.18
H 1.68 -0.18 -1.50
H 0.32 -1.25 1.58
H 0.21 0.27 1.89
H 1.80 -0.20 1.22
```

C) Density functional theory data (wB97M-V/def2-TZVPD) for C3H6FNO2 in the gas phase.

Results
LUMO (eV): 0.855
SMILES string: C[C@@H](F)ONC=O
HOMO (eV): -9.95
Multiplicity: 1

```
13
C3H6FNO2, DFT wB97M-V/def2-TZVPD
C -1.98 -0.64 0.91
C 2.09 0.01 -0.57
C 0.72 0.45 -0.07
N -1.56 -0.09 -0.28
O -1.36 -1.23 1.77
O -0.35 -0.34 -0.79
F 0.42 1.79 -0.16
H -3.01 -0.42 0.98
H 2.27 -1.02 -0.16
H 2.78 0.81 -0.15
H 1.98 0.06 -1.70
H 0.39 0.25 0.95
H -2.38 0.36 -0.71
```

Name the least stable of them. B).

A) Density functional theory data (wB97M-V/def2-TZVPD) for N2O4 in the gas phase.

Results
LUMO (eV): -0.494
SMILES string: O=NO[N+](=O)[O-]
HOMO (eV): -10.64
Multiplicity: 1

```
6
N2O4, DFT wB97M-V/def2-TZVPD
N 1.25 0.27 -0.05
N -1.09 0.04 0.00
O -0.98 1.19 0.02
O 2.39 -0.04 -0.06
O -1.92 -0.74 -0.10
O 0.34 -0.72 0.19
```

B) Density functional theory data (wB97M-V/def2-TZVPD) for 2 unconnected molecules or ions with the total composition N2O4.

Results
LUMO (alpha / beta) (eV): -1.516 / -0.907
HOMO (alpha / beta) (eV): -9.33 / -9.99
Multiplicity: 1

```
6
N2O4, DFT wB97M-V/def2-TZVPD
N 0.70 0.71 0.66
N -0.61 -0.75 -0.64
O 1.59 1.37 1.13
O -0.42 0.39 0.93
O -1.66 -1.22 -0.90
O 0.37 -0.50 -1.17
```

Name the least stable of them. B).

A) Density functional theory data (wB97M-V/def2-TZVPD) for C8H12N2 in the gas phase.

Results
LUMO (eV): 0.703
SMILES string: CCc1nc(C)cnc1C
HOMO (eV): -9.12
Multiplicity: 1

```
22
C8H12N2, DFT wB97M-V/def2-TZVPD
C -2.19 -1.52 0.60
C -1.44 -1.01 -0.63
C -0.27 -0.08 -0.36
C 1.92 -0.12 -0.03
C 3.21 -0.96 0.06
C 1.93 1.24 0.10
C -0.30 1.36 -0.15
C -1.66 2.08 0.02
H -2.49 -0.73 1.23
H -1.55 -2.23 1.17
H -3.17 -2.06 0.13
H -1.10 -1.79 -1.24
H -2.19 -0.42 -1.20
H 3.08 -1.75 0.89
H 3.46 -1.49 -0.88
H 4.05 -0.31 0.28
H 3.02 1.71 0.20
H -2.36 1.47 0.58
H -1.44 3.09 0.41
H -2.16 2.28 -0.95
N 0.82 -0.79 -0.29
N 0.82 2.05 0.07
```

B) Density functional theory data (wB97M-V/def2-TZVPD) for C8H12N2 in the gas phase.

Results
LUMO (eV): 0.637
SMILES string: CC(C)(C#N)C(C)(C)C#N
HOMO (eV): -11.44
Multiplicity: 1

```
22
C8H12N2, DFT wB97M-V/def2-TZVPD
C 0.66 1.40 1.33
C 0.59 0.45 0.01
C 0.56 1.42 -1.23
C 1.90 -0.24 -0.08
C -0.56 -0.61 0.02
C -0.68 -1.35 -1.28
C -0.52 -1.49 1.32
C -1.87 0.15 -0.01
H 1.67 1.92 1.37
H -0.17 2.24 1.24
H 0.47 0.79 2.27
H 1.12 2.38 -0.98
H 0.86 0.88 -2.12
H -0.47 1.80 -1.49
H -1.39 -0.79 -2.05
H -1.25 -2.34 -0.99
H 0.35 -1.69 -1.84
H -0.55 -0.92 2.20
H -1.30 -2.29 1.27
H 0.42 -1.89 1.39
N 3.00 -0.69 -0.26
N -2.82 0.86 -0.09
```

Name the least stable of them. B).